1.
107
Properties=species:S:1:pos:R:3 method="wB97M-V/def2-TZVPD" mol_weight_g_mol=2658.424 multiplicity=1 homo_lumo_gap_ha=0.350
C 5.16 -2.18 4.19
O 4.65 -0.96 3.72
C 3.24 -0.92 3.79
C 2.75 0.36 3.14
N 2.94 0.37 1.69
C 1.28 0.69 3.51
C 0.40 -0.48 4.00
C -1.08 -0.28 3.61
S -1.81 -1.75 2.94
O -1.72 -2.82 3.90
O -3.09 -1.44 2.39
O -0.81 -2.13 1.75
H 4.72 -2.45 5.16
H 6.24 -2.07 4.32
H 4.95 -2.99 3.49
H 2.80 -1.80 3.30
H 2.92 -0.95 4.84
H 3.37 1.17 3.53
H 3.88 0.65 1.44
H 2.74 -0.54 1.28
H 1.28 1.47 4.27
H 0.82 1.14 2.62
H 0.44 -0.51 5.09
H 0.72 -1.43 3.60
H -1.16 0.47 2.81
H -1.71 0.00 4.45
H -0.58 -3.07 1.81
C -1.51 -1.12 -1.63
Cl -1.35 -0.79 -3.35
Cl -3.12 -0.67 -1.07
Cl -1.23 -2.84 -1.35
Cl -0.31 -0.18 -0.73
C -6.87 -2.71 3.68
Cl -7.51 -1.31 4.56
Cl -5.14 -2.85 4.01
Cl -7.73 -4.16 4.20
Cl -7.11 -2.47 1.95
C -0.36 4.75 2.42
Cl -1.02 6.16 3.25
Cl 1.41 4.78 2.52
Cl -0.98 3.29 3.22
Cl -0.87 4.76 0.74
C 2.33 2.49 -2.57
Cl 0.73 2.06 -3.17
Cl 2.66 1.59 -1.09
Cl 3.55 2.11 -3.79
Cl 2.37 4.22 -2.22
C 3.08 8.56 1.05
Cl 1.57 8.09 1.84
Cl 3.64 10.11 1.71
Cl 4.30 7.32 1.38
Cl 2.83 8.73 -0.68
C -4.47 -7.48 5.60
Cl -4.67 -5.85 4.96
Cl -2.77 -7.76 6.00
Cl -5.46 -7.68 7.05
Cl -4.98 -8.66 4.38
C 6.85 7.88 -2.79
Cl 5.98 8.90 -3.94
Cl 5.87 7.67 -1.34
Cl 7.16 6.30 -3.53
Cl 8.38 8.65 -2.37
C -2.06 -6.56 0.50
Cl -0.75 -5.86 -0.45
Cl -3.50 -6.74 -0.51
Cl -1.56 -8.15 1.12
Cl -2.43 -5.52 1.88
C 11.97 9.95 -3.88
Cl 13.01 8.97 -2.84
Cl 11.02 11.05 -2.87
Cl 12.96 10.89 -4.99
Cl 10.88 8.90 -4.79
C 3.17 -7.76 -0.11
Cl 3.68 -6.91 1.36
Cl 3.14 -6.62 -1.46
Cl 4.30 -9.07 -0.46
Cl 1.54 -8.37 0.12
C 3.99 -2.76 -2.67
Cl 5.11 -3.55 -1.56
Cl 2.54 -2.24 -1.80
Cl 4.77 -1.36 -3.40
Cl 3.53 -3.91 -3.93
C -4.92 -4.07 -4.02
Cl -6.51 -4.82 -3.83
Cl -4.52 -3.14 -2.58
Cl -3.71 -5.34 -4.27
Cl -4.94 -3.00 -5.42
C -7.72 -1.90 -8.09
Cl -8.17 -3.38 -7.25
Cl -9.04 -1.39 -9.14
Cl -7.37 -0.64 -6.91
Cl -6.27 -2.20 -9.06
C 1.87 -2.90 7.82
Cl 0.67 -2.88 9.11
Cl 1.06 -3.08 6.27
Cl 2.79 -1.39 7.84
Cl 2.97 -4.26 8.07
C -6.76 3.31 -9.43
Cl -6.58 3.83 -11.11
Cl -8.32 3.86 -8.81
Cl -6.70 1.55 -9.33
Cl -5.45 3.99 -8.47
C -7.26 4.81 -4.03
Cl -7.29 6.55 -3.72
Cl -7.71 4.50 -5.71
Cl -5.63 4.19 -3.74
Cl -8.40 4.00 -2.96

2.
180
Properties=species:S:1:pos:R:3 method="wB97M-V/def2-TZVPD" mol_weight_g_mol=1282.352 multiplicity=1 homo_lumo_gap_ha=0.309 total_charge=+1
C -3.63 -0.03 4.68
C -3.41 0.80 3.65
C -2.15 1.61 3.43
C -1.09 1.27 2.33
C 0.15 0.86 3.20
C 1.46 0.32 2.67
C 2.27 -0.26 3.85
C 3.74 -0.40 3.49
C 4.51 -1.28 4.48
O 5.38 -2.15 3.77
C 5.67 -3.36 4.44
C 5.20 -4.55 3.62
C -1.50 0.14 1.35
C -2.86 0.33 0.63
C -1.66 -1.25 2.03
C -0.70 -2.36 1.62
O -0.76 -2.88 0.52
N 0.16 -2.79 2.64
C -0.55 -3.63 3.63
C 1.37 -3.46 2.17
O -0.54 -0.05 0.29
C -0.11 1.03 -0.44
S -1.34 1.33 -1.85
C 1.17 0.63 -1.21
C 2.40 0.31 -0.40
O 3.11 1.16 0.08
O 2.68 -1.02 -0.26
C 0.23 2.30 0.41
Br 0.51 3.82 -0.75
N -0.73 2.57 1.54
C -0.14 3.54 2.51
C 1.09 4.05 2.44
C -1.97 3.26 0.98
C -2.10 4.78 1.13
C -3.26 5.21 0.24
F -3.44 6.53 0.43
F -4.42 4.60 0.55
F -2.98 5.03 -1.06
H -2.85 -0.63 5.14
H -4.64 -0.11 5.07
H -4.23 0.95 2.96
H -1.66 1.64 4.40
H -2.52 2.62 3.31
H 0.38 1.68 3.88
H -0.26 0.12 3.88
H 2.11 1.11 2.31
H 1.39 -0.47 1.93
H 1.82 -1.19 4.20
H 2.17 0.46 4.67
H 4.17 0.60 3.53
H 3.88 -0.74 2.47
H 3.80 -1.85 5.08
H 5.12 -0.66 5.15
H 5.21 -3.41 5.43
H 6.75 -3.49 4.59
H 4.17 -4.82 3.83
H 5.85 -5.40 3.78
H 5.24 -4.28 2.56
H -2.99 1.27 0.11
H -3.71 0.11 1.27
H -2.87 -0.44 -0.14
H -2.63 -1.65 1.77
H -1.66 -1.19 3.11
H 0.03 -3.65 4.55
H -1.54 -3.24 3.81
H -0.61 -4.65 3.25
H 1.81 -3.98 3.01
H 1.19 -4.20 1.40
H 2.11 -2.72 1.86
H -0.53 1.89 -2.75
H 1.45 1.41 -1.91
H 0.89 -0.23 -1.80
H 3.29 -1.30 -0.95
H 1.23 2.14 0.79
H -0.77 3.78 3.35
H 1.91 3.54 1.96
H 1.32 5.00 2.89
H -2.07 3.02 -0.08
H -2.86 2.84 1.41
H -1.25 5.34 0.76
H -2.40 5.09 2.12
O 2.85 -6.44 1.96
C 3.23 -6.57 0.81
N 3.77 -5.52 0.13
C 3.14 -7.88 0.07
H 4.09 -5.60 -0.82
H 3.83 -4.64 0.60
H 2.10 -8.19 0.02
H 3.71 -8.63 0.60
H 3.53 -7.80 -0.95
O 2.76 -10.97 -0.69
C 1.74 -11.49 -0.28
N 1.78 -12.56 0.55
C 0.36 -11.02 -0.67
H 0.96 -13.03 0.88
H 2.68 -12.90 0.84
H 0.26 -11.08 -1.75
H 0.24 -9.99 -0.35
H -0.42 -11.63 -0.22
O 3.44 1.94 -4.12
C 3.37 3.14 -3.90
N 2.17 3.78 -3.90
C 4.58 3.99 -3.60
H 2.06 4.76 -3.71
H 1.35 3.23 -4.11
H 5.27 3.93 -4.44
H 5.08 3.59 -2.72
H 4.33 5.03 -3.42
O -4.07 9.70 -2.98
C -4.37 8.55 -3.22
N -4.98 8.18 -4.37
C -4.10 7.44 -2.22
H -5.23 7.23 -4.57
H -5.17 8.89 -5.06
H -4.62 7.66 -1.30
H -3.03 7.39 -2.03
H -4.44 6.47 -2.60
O -6.50 -0.96 5.52
C -7.53 -1.57 5.74
N -7.58 -2.55 6.68
C -8.81 -1.29 5.00
H -8.41 -3.07 6.88
H -6.73 -2.76 7.19
H -8.65 -1.45 3.94
H -9.09 -0.25 5.17
H -9.63 -1.93 5.33
O -0.48 3.84 -6.15
C 0.01 3.79 -7.26
N -0.68 4.17 -8.36
C 1.42 3.31 -7.47
H -0.29 4.14 -9.29
H -1.62 4.49 -8.24
H 1.50 2.30 -7.09
H 2.08 3.96 -6.90
H 1.74 3.32 -8.52
O -5.04 10.63 -6.51
C -5.26 11.82 -6.30
N -6.51 12.32 -6.27
C -4.14 12.81 -6.08
H -6.72 13.29 -6.12
H -7.28 11.68 -6.42
H -3.49 12.81 -6.94
H -3.57 12.49 -5.20
H -4.51 13.82 -5.91
O 0.56 -13.62 -2.11
C 1.46 -14.34 -2.52
N 2.76 -13.98 -2.40
C 1.19 -15.67 -3.18
H 3.52 -14.55 -2.73
H 2.97 -13.08 -1.98
H 0.57 -15.51 -4.06
H 0.65 -16.31 -2.48
H 2.11 -16.18 -3.48
O -7.89 14.18 -8.36
C -7.45 13.97 -9.47
N -6.87 14.96 -10.20
C -7.52 12.61 -10.13
H -6.51 14.81 -11.12
H -6.82 15.87 -9.79
H -8.56 12.31 -10.20
H -6.99 11.90 -9.50
H -7.08 12.60 -11.12
O 8.98 -5.55 0.59
C 8.78 -4.39 0.88
N 7.52 -3.90 1.03
C 9.90 -3.40 1.09
H 7.32 -2.94 1.27
H 6.75 -4.54 0.90
H 10.49 -3.34 0.18
H 10.54 -3.76 1.89
H 9.54 -2.40 1.34
O 2.57 -4.18 6.03
C 2.74 -4.47 7.21
N 2.05 -5.48 7.80
C 3.71 -3.72 8.09
H 2.18 -5.73 8.76
H 1.40 -6.00 7.23
H 3.43 -2.67 8.12
H 4.71 -3.81 7.66
H 3.74 -4.11 9.11

3.
15
Properties=species:S:1:pos:R:3 method="wB97M-V/def2-TZVPD" mol_weight_g_mol=87.122 multiplicity=1 homo_lumo_gap_ha=0.395 smiles="CC(C)C(N)=O"
C -0.68 -1.52 -0.62
C -0.40 -0.30 0.23
C 0.82 -0.35 1.18
C -0.33 0.93 -0.68
N 0.13 2.12 -0.13
O -0.50 0.84 -1.88
H -1.51 -1.32 -1.29
H 0.25 -1.66 -1.20
H -0.85 -2.44 -0.04
H -1.25 -0.15 0.90
H 1.14 -1.38 1.31
H 0.71 0.13 2.17
H 1.64 0.23 0.74
H 1.09 2.13 0.18
H -0.24 2.73 -0.86

4.
7
Properties=species:S:1:pos:R:3 method="wB97M-V/def2-TZVPD" mol_weight_g_mol=237.009 multiplicity=2 homo_lumo_gap_ha="0.195 / 0.279" s2=0.751 total_charge=+1
O 1.25 -2.10 0.53
C 0.57 -1.15 0.63
C -0.16 -0.06 0.50
H -0.56 0.29 1.46
Yb -2.08 0.52 -1.65
Li 0.99 1.96 -0.49
O -0.01 0.54 -0.99

5.
12
Properties=species:S:1:pos:R:3 method="wB97M-V/def2-TZVPD" mol_weight_g_mol=86.094 multiplicity=1 homo_lumo_gap_ha=0.319
N -0.53 -1.54 -0.90
C 0.09 -0.84 0.05
O 1.29 -1.10 0.44
C -0.39 0.36 0.72
C 0.70 1.25 0.08
N -0.76 1.57 0.07
H 0.01 -2.11 -1.53
H -1.43 -1.21 -1.21
H -0.33 0.33 1.80
H 0.89 0.97 -0.96
H 1.53 0.10 0.66
H -1.06 2.23 0.78

6.
26
Properties=species:S:1:pos:R:3 method="wB97M-V/def2-TZVPD" mol_weight_g_mol=143.306 multiplicity=1 homo_lumo_gap_ha="0.284 / 0.264"
C -0.37 -0.32 -1.07
C 0.59 -1.16 -0.15
C 1.52 -0.32 0.64
C 1.36 -2.14 -1.06
C 1.81 -0.67 2.06
C -2.53 -0.38 0.00
C -0.47 3.27 -0.60
N -1.38 0.41 -0.36
Si -0.91 1.81 0.52
H 0.25 0.39 -1.63
H -0.85 -0.99 -1.78
H -0.04 -1.74 0.53
H 2.31 0.17 0.09
H 2.02 -2.76 -0.46
H 1.96 -1.59 -1.78
H 0.68 -2.79 -1.61
H 2.43 -1.57 2.13
H 0.88 -0.87 2.61
H 2.34 0.13 2.57
H -3.22 0.21 0.60
H -3.06 -0.71 -0.91
H -2.26 -1.28 0.57
H -0.12 4.11 0.00
H 0.30 3.02 -1.31
H -1.34 3.62 -1.16
H -1.91 2.14 1.54

7.
105
Properties=species:S:1:pos:R:3 method="wB97M-V/def2-TZVPD" mol_weight_g_mol=836.862 multiplicity=3 homo_lumo_gap_ha="0.182 / 0.199" s2=2.082 total_charge=+4
Mo -0.10 2.55 1.64
C 3.48 -0.75 3.85
C 2.88 -1.16 2.54
C 3.27 -2.24 1.77
C 2.84 -2.39 0.46
N 2.00 -1.50 -0.11
N 1.42 -0.56 0.70
B 0.10 0.08 0.24
N 0.08 0.71 -1.14
N -0.70 0.10 -2.17
C -0.22 0.24 -3.36
C 1.03 0.83 -3.58
C 1.75 1.54 -2.65
C 3.07 2.19 -2.83
C 1.10 1.58 -1.40
S 1.59 2.67 -0.12
C -1.15 -0.11 -4.50
C -0.51 -1.24 -5.26
C -1.24 1.17 -5.47
C -2.52 -0.54 -3.96
N -1.15 -0.61 0.77
N -1.48 -1.79 0.16
C -2.05 -2.70 0.84
C -2.34 -2.52 2.24
C -2.27 -1.32 2.84
C -2.98 -1.03 4.16
C -1.64 -0.30 1.99
S -1.92 1.29 2.64
C -2.50 -3.90 0.06
C -4.01 -3.64 -0.22
C -1.78 -4.15 -1.28
C -2.28 -5.13 0.98
C 1.84 -0.32 2.01
S 1.24 0.98 3.07
C 3.45 -3.48 -0.37
C 4.63 -2.85 -1.07
C 3.88 -4.67 0.47
C 2.44 -3.98 -1.41
H 4.37 -1.44 3.95
H 2.86 -0.88 4.72
H 3.79 0.31 3.82
H 3.96 -3.03 2.13
H 1.48 0.70 -4.53
H 3.58 1.77 -3.74
H 3.66 2.16 -1.93
H 3.03 3.28 -2.99
H 0.29 -0.96 -5.90
H -1.21 -1.82 -5.88
H -0.08 -1.94 -4.48
H -0.24 1.43 -5.84
H -1.68 2.00 -4.88
H -1.91 0.87 -6.29
H -2.64 -1.62 -3.93
H -3.26 -0.13 -4.69
H -2.68 -0.15 -2.97
H -2.94 -3.37 2.62
H -2.62 -1.71 4.98
H -4.07 -1.37 4.07
H -2.95 0.02 4.49
H -4.16 -2.68 -0.77
H -4.47 -3.63 0.79
H -4.40 -4.50 -0.77
H -1.67 -3.19 -1.84
H -2.13 -4.93 -1.97
H -0.73 -4.43 -1.05
H -2.93 -5.16 1.86
H -1.20 -5.11 1.25
H -2.48 -6.05 0.37
H 5.41 -2.60 -0.34
H 4.27 -1.91 -1.57
H 5.04 -3.60 -1.78
H 4.86 -4.34 0.86
H 4.04 -5.54 -0.19
H 3.22 -4.96 1.30
H 2.26 -3.07 -2.02
H 1.50 -4.22 -0.89
H 2.80 -4.86 -2.00
C 3.05 5.12 5.11
C 1.79 4.56 4.49
C 1.59 4.83 3.13
C 0.35 4.64 2.51
C -0.74 4.13 3.23
C -0.42 3.69 4.59
C 0.83 3.83 5.15
H 3.90 5.23 4.36
H 3.37 4.64 6.05
H 2.71 6.11 5.38
H 2.40 5.17 2.50
H 0.24 5.13 1.54
H -1.78 4.46 3.01
H -1.18 3.17 5.22
H 1.03 3.47 6.14
N -4.17 4.32 -2.89
C -3.24 3.96 -2.01
C -2.01 4.71 -1.82
C -1.25 4.35 -0.72
N -1.45 3.25 0.10
C -2.56 2.54 -0.18
C -3.41 2.82 -1.23
H -4.12 5.04 -3.61
H -5.14 4.04 -2.75
H -1.73 5.57 -2.38
H -0.43 5.03 -0.54
H -2.68 1.64 0.44
H -4.23 2.13 -1.30

8.
19
Properties=species:S:1:pos:R:3 method="wB97M-V/def2-TZVPD" mol_weight_g_mol=153.272 multiplicity=1 homo_lumo_gap_ha=0.347 smiles="CNC=O.CSSC"
C -0.43 -1.64 -3.23
N -0.38 -3.09 -3.35
C 0.04 -3.86 -2.31
O 0.39 -3.42 -1.23
H -1.11 -1.33 -2.43
H -0.79 -1.22 -4.18
H 0.57 -1.23 -3.02
H -0.65 -3.55 -4.22
H 0.02 -4.95 -2.55
C -0.29 0.76 1.01
S -1.76 1.02 2.04
S -3.27 0.47 0.78
C -3.32 -1.32 1.01
H 0.58 1.07 1.60
H -0.33 1.37 0.09
H -0.17 -0.30 0.72
H -2.39 -1.81 0.70
H -3.52 -1.58 2.07
H -4.15 -1.71 0.39

9.
24
Properties=species:S:1:pos:R:3 method="wB97M-V/def2-TZVPD" mol_weight_g_mol=403.251 multiplicity=3 homo_lumo_gap_ha="0.279 / 0.136" s2=2.016 total_charge=+2
Pt -0.78 0.82 -0.96
O 1.00 -0.94 -2.84
C 0.34 -0.27 -2.18
C -1.27 1.23 0.92
O -1.57 1.52 1.99
C -2.07 -0.73 -0.88
O -2.58 -1.74 -0.66
C 0.82 2.01 -0.71
O 1.83 2.48 -0.40
C -1.55 1.66 -2.89
H -0.79 2.21 -3.46
H -2.11 0.93 -3.50
C -2.19 2.28 -1.76
H -3.21 1.99 -1.48
H -1.88 3.28 -1.43
N 1.31 -0.76 2.48
C 2.04 -1.64 3.20
C 2.24 -2.75 2.38
C 1.63 -2.42 1.16
N 1.02 -1.21 1.22
H 1.01 0.18 2.75
H 2.38 -1.44 4.20
H 2.75 -3.67 2.61
H 1.62 -3.00 0.25